Molecular formula: C42H110N5O16
Method: DFT, ωB97M-V/def2-TZVPD

Last column: Löwdin charge in e.
Element x y z (Å)
O -8.678 -8.037 -6.549  -0.189
O -8.413 -14.014 -4.684  -0.096
O -11.154 -13.340 -1.220  -0.427
O -18.355 -14.129 3.563  -0.172
O -16.800 -21.765 -5.398  -0.200
O -7.772 -9.642 -1.479  -0.069
O -19.157 -10.116 -0.739  -0.090
O -9.730 -20.737 -3.606  -0.188
O -15.702 -16.064 5.280  -0.161
O -12.636 -6.493 -2.006  -0.211
O -4.107 -24.431 -3.684  -0.209
O -20.307 -18.081 2.708  -0.176
O -16.802 -16.394 1.652  -0.179
O -9.444 -11.882 2.804  -0.065
O -17.677 -18.461 -4.768  -0.197
O -10.275 -17.171 1.074  -0.068
N -20.608 -15.240 2.816  -0.065
N -18.149 -20.499 -3.117  -0.044
N -12.243 -6.944 -5.699  -0.080
N -7.657 -23.049 -4.029  -0.071
N -15.844 -18.426 3.509  -0.052
C -9.729 -7.283 -5.937  -0.215
C -18.267 -8.673 -2.264  -0.104
C -14.749 -17.080 5.387  -0.232
C -5.209 -23.766 -4.346  -0.191
C -12.545 -7.299 -3.203  -0.199
C -16.948 -15.250 0.762  -0.082
C -19.253 -19.869 -3.806  -0.207
C -13.340 -13.837 -2.453  -0.140
C -15.722 -17.210 1.243  -0.223
C -12.966 -7.184 -0.785  -0.098
C -18.815 -19.274 -5.135  -0.204
C -16.612 -22.173 -6.735  -0.103
C -7.958 -8.248 -1.329  -0.344
C -10.317 -11.755 3.879  -0.345
C -7.804 -15.472 -6.454  -0.094
C -8.469 -9.259 -5.904  -0.115
C -9.619 -19.442 0.884  -0.082
C -14.598 -17.794 4.019  -0.187
C -20.226 -19.475 2.300  -0.093
C -6.498 -23.720 -3.486  -0.222
C -9.587 -18.043 0.277  -0.369
C -17.085 -17.885 -5.916  -0.103
C -10.915 -20.000 -3.973  -0.096
C -18.419 -10.106 -1.916  -0.349
C -3.448 -23.726 -2.644  -0.106
C -12.447 -12.945 -1.573  -0.586
C -11.150 -7.882 -5.971  -0.213
C -11.458 -10.734 3.613  -0.085
C -21.712 -16.155 2.897  -0.208
C -12.281 -6.320 -4.377  -0.191
C -18.028 -21.918 -3.362  -0.203
C -15.814 -15.465 6.543  -0.135
C -8.934 -15.062 -5.512  -0.319
C -20.685 -14.214 3.835  -0.238
C -8.748 -20.897 -4.639  -0.195
C -6.633 -7.609 -1.643  -0.103
C -21.362 -17.414 2.039  -0.228
C -17.210 -13.315 3.426  -0.128
C -15.723 -18.568 2.048  -0.192
C -7.454 -21.616 -4.067  -0.192
C -19.525 -13.305 3.741  -0.223
C -17.837 -22.437 -4.820  -0.263
H -13.838 -18.576 4.005  0.110
H -17.853 -17.242 -6.348  0.083
H -17.970 -14.886 0.864  0.079
H -8.573 -17.714 0.050  0.109
H -14.937 -14.941 6.921  0.088
H -19.610 -19.019 -3.224  0.114
H -8.649 -19.966 -5.197  0.107
H -7.512 -9.649 -6.252  0.092
H -18.858 -10.690 -2.725  0.118
H -6.604 -21.367 -4.703  0.101
H -8.964 -19.490 1.755  0.067
H -12.996 -13.993 -3.476  0.039
H -18.798 -22.512 -2.870  0.113
H -13.797 -16.600 5.612  0.117
H -16.210 -14.460 0.904  0.084
H -16.205 -17.275 -5.713  0.093
H -13.336 -14.846 -2.041  0.042
H -7.007 -15.939 -5.876  0.072
H -12.101 -11.055 2.794  0.065
H -8.637 -7.754 -2.025  0.093
H -12.414 -11.927 -1.961  0.048
H -8.351 -9.143 -4.827  0.084
H -20.672 -14.744 4.787  0.125
H -2.729 -24.419 -2.209  0.085
H -22.015 -16.507 3.883  0.121
H -12.241 -6.215 -6.399  0.097
H -7.390 -14.671 -7.067  0.069
H -16.825 -18.632 -6.666  0.079
H -5.426 -24.331 -5.252  0.117
H -19.647 -18.659 -5.481  0.120
H -11.322 -8.158 -7.011  0.119
H -20.044 -19.629 1.237  0.083
H -16.701 -14.831 6.575  0.083
H -13.891 -7.760 -0.812  0.076
H -6.255 -7.956 -2.605  0.072
H -12.133 -10.608 4.459  0.060
H -11.025 -9.784 3.298  0.064
H -17.084 -22.158 -2.873  0.114
H -19.350 -19.867 2.816  0.079
H -14.175 -17.143 3.254  0.104
H -15.804 -17.510 0.199  0.110
H -9.861 -14.769 -6.004  0.104
H -10.638 -19.027 -4.379  0.077
H -13.128 -5.636 -4.330  0.120
H -11.249 -8.771 -5.348  0.112
H -16.563 -19.147 1.662  0.102
H -8.977 -13.975 -3.907  0.074
H -16.108 -16.202 7.291  0.079
H -11.299 -5.884 -4.194  0.104
H -7.816 -23.316 -4.990  0.104
H -14.784 -16.662 1.334  0.111
H -11.704 -19.875 -3.230  0.086
H -10.766 -12.705 4.167  0.103
H -10.356 -16.338 0.603  0.090
H -6.827 -24.732 -3.249  0.117
H -19.232 -8.194 -2.428  0.079
H -14.392 -13.564 -2.532  0.038
H -20.777 -14.725 1.963  0.114
H -18.675 -9.634 -0.062  0.082
H -15.680 -21.725 -7.081  0.093
H -15.643 -19.348 3.871  0.089
H -17.639 -8.526 -3.142  0.075
H -17.497 -10.600 -1.610  0.115
H -4.148 -23.412 -1.869  0.079
H -14.966 -17.788 6.187  0.114
H -16.464 -13.990 3.005  0.069
H -22.240 -18.056 1.967  0.105
H -19.443 -12.708 4.650  0.120
H -20.094 -20.547 -3.951  0.119
H -10.129 -18.013 -0.668  0.106
H -21.066 -20.067 2.663  0.076
H -5.906 -8.011 -0.937  0.071
H -9.174 -15.848 -4.796  0.104
H -13.471 -7.866 -3.292  0.117
H -21.118 -17.109 1.022  0.115
H -19.665 -12.606 2.916  0.119
H -17.779 -8.137 -1.450  0.073
H -8.336 -16.124 -7.147  0.062
H -18.498 -19.971 -5.911  0.102
H -13.079 -6.485 0.045  0.080
H -12.173 -7.881 -0.516  0.082
H -9.705 -11.448 4.727  0.102
H -17.333 -20.174 -3.615  0.086
H -17.252 -12.516 2.685  0.086
H -4.895 -22.770 -4.657  0.106
H -9.067 -21.474 -5.506  0.104
H -17.448 -22.063 -7.427  0.090
H -16.830 -12.930 4.372  0.084
H -22.501 -15.560 2.436  0.109
H -6.222 -23.314 -2.513  0.105
H -7.268 -21.281 -3.047  0.121
H -16.953 -15.664 -0.246  0.079
H -9.831 -6.396 -6.562  0.120
H -8.284 -8.071 -0.304  0.110
H -17.564 -23.492 -4.801  0.122
H -9.867 -12.459 2.163  0.089
H -6.637 -6.521 -1.579  0.073
H -9.464 -7.026 -4.911  0.109
H -2.865 -22.924 -3.097  0.085
H -12.959 -12.679 -0.648  0.050
H -9.308 -9.922 -6.118  0.088
H -21.637 -13.688 3.761  0.115
H -9.376 -20.207 0.146  0.064
H -8.588 -10.137 -1.376  0.090
H -18.763 -22.218 -5.352  0.113
H -16.386 -23.236 -6.646  0.082
H -14.859 -19.188 1.806  0.105
H -10.604 -19.723 1.257  0.066
H -11.813 -8.099 -3.091  0.111
H -11.476 -20.460 -4.786  0.073

Results
Total charge: -1
HOMO-LUMO gap in eV: 4.85
Highest occupied orbital energy in eV: -2.91